# 1
13
Properties=species:S:1:pos:R:3:forces:R:3:mulliken_charge:R:1 method="wB97M-V/def2-TZVPD" largest_force_ev_per_a=0.6 de_lowest_ev=2.467 e_homo_ha=-0.367 energy_ha=-344.51127
O -3.0986 0.7623 -0.6436 0.3945 -0.4083 0.1865 -0.453
C -2.2011 -0.0377 -0.5830 -0.3099 0.2048 -0.0496 -0.030
C -1.6506 -0.6240 0.7203 -0.0561 0.1119 0.0318 -0.398
C -0.1889 -0.6084 0.6310 0.3040 0.2336 -0.2049 -0.011
C 0.9720 -0.3874 0.3950 -0.3152 -0.1321 0.2733 0.112
C 2.3336 0.1115 0.1631 0.0084 -0.3312 0.0441 -0.443
O 2.2891 1.4397 -0.3186 0.0273 0.2431 -0.0585 -0.505
H -1.6781 -0.3828 -1.4951 -0.0489 -0.0370 0.0125 0.364
H -1.9846 0.0117 1.5461 -0.0547 -0.1640 -0.0664 0.237
H -2.0595 -1.6341 0.8736 0.1429 0.2093 -0.1056 0.314
H 2.9258 0.0449 1.0877 -0.1587 -0.0109 -0.1123 0.234
H 2.8423 -0.4894 -0.5958 -0.0567 0.0544 0.0794 0.268
H 1.5269 1.8709 0.0845 0.1231 0.0264 -0.0302 0.310

# 2
13
Properties=species:S:1:pos:R:3:forces:R:3:mulliken_charge:R:1 method="wB97M-V/def2-TZVPD" largest_force_ev_per_a=0.6 de_lowest_ev=2.384 e_homo_ha=-0.385 energy_ha=-344.51430
C 2.9109 0.5043 0.4433 -0.4598 -0.1532 -0.1681 0.391
C 1.8706 0.0729 0.0145 0.4977 0.2514 0.1816 -0.554
C 0.6462 -0.5144 -0.5072 -0.0618 -0.1875 -0.3660 0.081
O 0.6133 -1.0400 -1.6024 0.0937 0.2233 0.4321 -0.540
C -0.6215 -0.4563 0.3380 0.1128 0.0030 0.0963 0.215
C -1.3757 0.8679 0.0912 -0.0955 0.0615 -0.0150 -1.101
O -1.4463 -1.5328 -0.0405 0.1327 -0.1926 -0.1151 -0.570
H 3.8430 0.8833 0.8056 -0.1980 -0.0621 -0.0504 0.416
H -0.3694 -0.5832 1.3963 -0.0026 0.0255 -0.1677 0.371
H -1.5280 1.4714 0.9904 0.1062 -0.1796 -0.1089 0.282
H -2.3387 0.4915 -0.2593 -0.0738 0.5110 0.0062 0.306
H -0.9341 1.5053 -0.6829 -0.0149 -0.1730 0.1208 0.328
H -1.2703 -1.6700 -0.9871 -0.0368 -0.1278 0.1544 0.372